The following is a DFT calculation (ωB97M-V with the def2-TZVPD basis set) of a structure of composition C20H53O7Zn.

```
81
Properties=species:S:1:pos:R:3:forces:R:3:mulliken_charge:R:1
Zn 4.7749 16.0038 23.7174 -1.46 -1.59 -2.65 0.70
C 3.4180 14.4775 19.6609 0.19 -0.01 0.00 0.17
C 3.6527 14.0694 21.1315 0.91 -1.27 0.17 0.41
O 3.8678 15.1255 22.0387 -0.31 2.43 1.37 0.01
H 2.7129 13.7698 19.2248 -0.03 -0.29 0.17 0.20
H 4.3205 14.3950 19.0553 0.02 0.42 0.09 0.38
H 2.9053 15.4253 19.4971 0.33 0.20 0.32 -0.63
H 4.5223 13.4169 21.2095 0.27 -0.19 -0.37 -0.48
H 2.8566 13.3748 21.3997 -0.44 0.50 0.82 0.27
C 6.2180 10.4962 21.4797 2.12 -0.15 0.66 -0.97
C 7.1224 11.6042 20.8486 -2.46 -0.36 1.44 0.68
C 8.5025 11.1967 20.5340 0.35 -0.38 -0.43 -1.39
O 6.3141 11.9963 19.7387 0.60 1.18 -0.60 -0.53
H 6.0279 9.6916 20.7693 -0.36 0.34 -0.21 0.30
H 5.3246 10.9081 21.9491 -0.11 -0.06 -0.36 0.12
H 6.8107 10.0137 22.2569 -0.16 -0.10 0.42 0.40
H 7.1876 12.4208 21.5676 -0.21 0.37 0.19 0.16
H 9.2260 11.9836 20.3209 -0.48 0.33 -0.45 0.35
H 8.3622 10.5442 19.6722 0.91 -0.48 0.14 0.34
H 8.9171 10.7609 21.4430 -0.03 -0.74 -0.30 0.35
H 5.8722 12.7808 20.0715 -0.14 0.06 -0.59 0.22
C 5.2575 18.8917 15.4521 -0.48 -0.33 0.37 -1.59
C 5.1953 18.3695 16.8840 -0.82 -1.32 -1.45 1.16
C 5.1367 16.8461 16.9853 -0.32 -0.09 -0.71 -1.31
O 6.2991 18.8187 17.5734 0.91 0.90 1.35 -0.54
H 4.4698 18.4438 14.8462 0.04 -0.12 -0.10 0.36
H 6.2363 18.6630 15.0305 -0.07 0.40 -0.18 0.34
H 5.0001 19.9475 15.5360 0.64 0.16 -0.46 0.39
H 4.2536 18.7749 17.2539 0.08 0.10 0.75 -0.22
H 6.0897 16.3789 16.7372 0.37 0.17 0.09 0.46
H 4.4798 16.4530 16.2094 -0.38 -0.09 0.26 0.40
H 4.8320 16.4957 17.9714 -0.06 0.07 -0.04 0.19
H 6.8817 18.0679 17.7091 0.14 0.14 0.04 0.37
C 1.4104 8.8902 19.0156 -1.01 -0.05 -1.08 -1.54
C 2.1017 10.1677 18.7331 0.80 -0.27 -0.55 0.74
C 1.7343 10.9084 17.4355 0.30 -1.07 0.31 -1.15
O 1.8530 10.9460 19.8654 0.28 1.27 0.74 -0.43
H 0.3551 9.1582 18.9644 -0.33 -0.68 0.37 0.36
H 1.7163 8.5107 19.9906 -0.17 -0.09 -0.19 0.35
H 1.6522 8.2145 18.1952 -0.19 -0.40 0.26 0.39
H 3.1421 9.8440 18.7006 0.64 0.69 -0.14 0.19
H 2.2942 11.8374 17.3279 -0.09 0.14 0.15 0.34
H 0.6600 11.0739 17.3544 0.03 0.13 0.07 0.27
H 2.0571 10.2687 16.6141 -0.14 0.05 -0.22 0.39
H 2.3971 11.7260 19.7349 -0.06 0.26 0.31 0.06
C 4.0922 18.4772 20.2544 -0.08 0.43 -1.22 -0.63
C 2.5943 18.7576 20.3780 1.94 -0.34 -0.83 0.20
C 1.7917 18.4581 19.0837 0.08 0.64 0.78 -0.94
O 2.2374 17.8792 21.4034 -1.66 -0.08 1.49 -0.41
H 4.4992 19.1925 19.5396 0.61 -0.35 -0.01 0.45
H 4.2148 17.4452 19.9259 0.22 -0.03 -0.43 -0.10
H 4.6137 18.5323 21.2100 -0.17 0.46 0.14 0.13
H 2.5745 19.8014 20.6915 -0.94 -0.11 0.31 0.38
H 1.9494 17.4059 18.8469 -0.28 -0.02 -0.18 0.03
H 2.0119 19.0685 18.2079 0.64 0.02 0.14 0.40
H 0.7438 18.7001 19.2613 -0.12 -0.52 0.22 0.32
H 2.5913 17.0115 21.1950 -0.01 -0.24 -0.16 0.09
C 0.1296 15.2886 25.2008 0.42 -2.20 0.75 -1.34
C 0.6371 16.0783 24.0467 -1.06 -0.55 -0.65 1.76
C -0.2219 15.7950 22.8324 0.28 -0.35 -0.83 -1.29
O 0.5457 17.4038 24.3574 0.41 2.47 0.54 -0.58
H -0.8392 15.6094 25.5837 0.09 0.42 -0.06 0.45
H 0.8452 15.1717 26.0146 -0.04 0.57 0.24 0.38
H -0.0353 14.2494 24.9161 -0.10 -0.16 -0.25 0.26
H 1.6905 15.9074 23.8248 0.41 -0.41 -0.09 -0.90
H -0.0805 14.7695 22.4912 -0.25 -0.19 0.08 0.32
H 0.0125 16.4303 21.9782 0.18 0.23 0.20 0.23
H -1.2672 15.9716 23.0860 -0.08 -0.18 0.03 0.38
H -0.2993 17.5360 24.7935 -0.08 0.29 0.06 0.39
C 2.0507 11.9098 24.5749 -0.48 0.62 0.07 -1.66
C 1.8187 11.8020 26.1374 0.93 0.86 -1.64 0.98
C 0.8366 10.7548 26.4776 -1.01 -1.24 0.25 -1.48
O 3.0609 11.4694 26.7015 0.91 -0.42 0.55 -0.57
H 2.8401 11.2688 24.1824 -0.42 -0.99 0.49 0.63
H 2.4480 12.8366 24.1610 -0.12 0.96 0.72 0.28
H 1.1281 11.7926 24.0064 -0.02 -0.41 0.03 0.41
H 1.5356 12.7429 26.6094 -0.41 0.36 -0.43 0.01
H 0.9048 10.4157 27.5113 0.35 0.17 0.06 0.40
H 0.9699 9.8763 25.8463 0.06 -0.07 -0.01 0.35
H -0.2019 11.0689 26.3733 0.05 0.27 -0.29 0.35
H 3.7149 12.0182 26.2626 0.19 -0.09 0.16 0.27
```
Positions in Å, forces in eV/Å.

Computed properties:
Total energy ... -3099.298683 Eh
Total charge ... +1
HOMO-LUMO gap ... 3.50 eV
Energy relative to the best compared isomer or geometry (same formula, charge and spin) ... 110.3 kcal/mol
HOMO ... -12.20 eV